10
Properties=species:S:1:pos:R:3:forces:R:3 method="wB97M-V/def2-TZVPD" homo_lumo_gap_ev=9.5 e_above_lowest_kcal_mol=79.25
H 1.1159 0.7193 -1.2523 0.192 -1.719 1.778
C 0.9383 0.0977 -0.2935 -5.124 5.293 -2.724
H -1.0360 1.6234 -0.6467 0.038 1.377 -2.167
H 2.4519 -1.3521 0.0698 -0.840 1.373 -0.017
H 1.2411 -1.2608 1.3476 -0.613 0.796 -0.470
C -1.0589 0.9191 0.0973 3.828 -1.352 2.038
C 1.5299 -0.7673 0.4032 2.944 -4.368 1.891
H -1.8063 -1.2590 -0.7230 0.494 0.025 -0.235
S -2.3653 -0.2580 -0.0535 -0.673 0.058 0.715
H -1.0104 1.5376 1.0512 -0.246 -1.484 -0.808